# 1
41
Properties=species:S:1:pos:R:3:forces:R:3:lowdin_charge:R:1 method="wB97M-V/def2-TZVPD" charge=0 smiles="CCN(CCPP(=N)(O)O)C(C)=O.Fc1ccccc1" homo_lumo_gap_ev=9.2991 e_lumo_ha=0.011 total_energy_ev=-43202.7969 fmax_ev_per_a=0.78
C 0.6334 0.8132 -2.3345 0.208 -0.088 0.125 -0.07
C 0.3492 -0.6817 -2.1570 0.035 0.278 0.111 -0.24
N 0.5464 -1.1171 -0.7591 -0.454 -0.266 -0.350 -0.09
C -0.7211 -1.3073 -0.0112 0.370 0.186 0.336 -0.25
C -1.6672 -0.1061 -0.0423 -0.343 0.141 0.128 -0.45
P -3.3945 -0.6656 0.3958 0.216 -0.749 0.010 0.82
P -4.7244 0.5517 -0.8071 -0.445 0.071 0.494 0.24
N -6.1761 0.4523 -0.3007 0.348 0.289 -0.272 -0.20
O -4.1204 2.0407 -0.9686 0.198 -0.100 0.096 -0.19
O -4.4819 -0.1010 -2.2510 0.215 -0.025 -0.122 -0.20
C 1.2651 -2.3571 -0.6754 0.422 0.132 0.440 -0.48
C 0.9161 -3.4779 -1.6312 0.063 -0.091 -0.244 -0.01
O 2.1086 -2.5106 0.1751 -0.366 -0.037 -0.217 0.10
H 0.8497 1.0345 -3.3837 -0.142 0.022 0.097 0.07
H -0.2004 1.4353 -2.0024 0.108 -0.019 -0.052 0.06
H 1.5095 1.0872 -1.7375 -0.135 -0.040 -0.117 0.08
H 1.0476 -1.2314 -2.7961 -0.141 0.009 0.080 0.12
H -0.6724 -0.9053 -2.4949 0.117 -0.152 -0.142 0.11
H -0.4472 -1.4963 1.0341 -0.040 -0.069 -0.166 0.13
H -1.2525 -2.2061 -0.3666 -0.034 0.135 -0.122 0.10
H -1.3624 0.6729 0.6612 0.187 -0.108 -0.261 0.06
H -1.7314 0.3377 -1.0390 0.084 -0.076 0.051 0.04
H -3.5927 -0.0866 1.6558 -0.078 0.315 0.000 -0.08
H -6.5738 1.3402 -0.0202 -0.160 -0.125 0.085 -0.02
H -3.3387 2.1497 -0.4090 -0.097 0.153 -0.162 0.06
H -3.9771 -0.9231 -2.2111 -0.154 0.001 -0.084 0.05
H 1.7827 -3.6760 -2.2715 -0.154 -0.009 0.083 0.09
H 0.0505 -3.2659 -2.2619 0.100 -0.002 0.093 0.07
H 0.7261 -4.3828 -1.0506 0.073 0.105 -0.012 0.09
F 0.8349 1.3270 1.0090 -0.037 0.176 0.094 0.03
C 1.9548 1.4430 1.7623 0.065 -0.057 0.017 -0.27
C 2.9380 0.4859 1.6205 0.000 -0.057 -0.036 0.00
C 4.0825 0.6094 2.3955 -0.008 0.038 0.024 -0.07
C 4.2226 1.6662 3.2855 -0.001 -0.002 0.003 -0.10
C 3.2109 2.6087 3.4066 0.025 -0.029 -0.003 -0.09
C 2.0593 2.5027 2.6393 -0.031 0.055 -0.020 -0.02
H 2.7899 -0.3395 0.9363 -0.017 0.002 0.015 0.09
H 4.8664 -0.1304 2.3042 0.004 -0.013 -0.003 0.11
H 5.1173 1.7528 3.8870 0.005 0.004 0.004 0.10
H 3.3144 3.4306 4.1022 0.000 0.011 0.001 0.10
H 1.2585 3.2263 2.7122 -0.008 -0.010 -0.003 0.11

=====

# 2
14
Properties=species:S:1:pos:R:3:forces:R:3:lowdin_charge:R:1 method="wB97M-V/def2-TZVPD" relative_energy_kcal_mol=140.9 charge=0 homo_lumo_gap_ev=8.5434 e_lumo_ha=0.026 total_energy_ev=-21232.7945 fmax_ev_per_a=3.80
C 0.1317 -1.5300 0.1043 0.557 -0.931 0.170 -0.23
C 0.4810 -0.4451 0.8697 -0.888 1.358 -0.019 -0.05
C -1.8791 0.2009 0.0328 1.617 -1.078 -0.310 -0.56
C 1.6414 1.3101 -0.3939 2.113 -1.768 1.465 -0.03
N -1.0198 -1.9981 -0.3658 2.624 -0.267 0.390 -0.02
N -1.9696 -1.0540 -0.3686 -3.190 2.015 0.494 -0.19
N 1.1871 0.6475 0.8130 -1.775 -3.094 -0.867 -0.05
Cl -3.3573 1.0869 -0.1372 -0.316 -0.291 0.047 0.53
H 1.0220 -2.2086 0.2040 -1.041 -0.005 -0.590 0.13
H 1.0841 1.1431 -1.2667 -1.113 -0.554 -0.782 0.08
H 1.6011 2.2906 -0.0952 0.393 2.739 -0.113 0.06
H 2.6744 0.9308 -0.5042 -0.277 0.723 -0.531 0.10
H -2.9119 -1.4232 -0.5936 0.834 0.062 -0.159 0.13
H 1.3148 1.0489 1.7014 0.460 1.092 0.805 0.12

=====

# 3
54
Properties=species:S:1:pos:R:3:forces:R:3:lowdin_charge:R:1 method="wB97M-V/def2-TZVPD" charge=-1 homo_lumo_gap_ev=5.4962 e_lumo_ha=0.105 total_energy_ev=-47480.5521 fmax_ev_per_a=0.97
Pd -0.9303 -0.1355 -0.3601 -0.889 0.084 -0.371 0.46
C 1.1674 -2.5448 1.3235 -0.072 0.174 -0.036 -0.14
N 1.3803 -2.1139 -0.0484 0.052 -0.201 -0.031 -0.16
C 0.7945 -2.9707 -1.0797 -0.032 0.099 0.112 -0.12
C -0.3321 -2.3169 -1.8479 -0.075 -0.157 0.015 -0.32
C -0.2238 -1.9980 -3.1794 0.032 -0.044 -0.013 -0.09
C -1.2604 -1.2749 -3.7945 -0.070 0.031 -0.011 -0.13
C -2.3244 -0.8775 -3.0280 0.016 -0.043 -0.014 -0.12
C -2.3896 -1.2696 -1.6668 0.384 -0.078 -0.101 -0.24
N -1.4484 -2.0765 -1.1023 0.167 0.080 -0.124 0.01
C 2.6285 -1.4798 -0.3605 -0.113 0.154 -0.005 -0.14
C 2.5346 -0.1430 -1.1041 -0.072 -0.157 0.002 -0.24
C 3.6951 0.6057 -1.2976 0.029 -0.007 0.003 -0.05
C 3.6114 1.8066 -1.9774 0.019 -0.027 0.025 -0.09
C 2.3748 2.2234 -2.4498 0.000 0.017 -0.020 -0.07
C 1.2761 1.4154 -2.2130 -0.013 -0.010 0.098 -0.13
N 1.3538 0.2574 -1.5522 0.194 0.075 0.021 0.10
C -0.2874 -2.3814 1.7073 0.020 0.072 -0.117 -0.30
C -1.1372 -3.4633 1.8134 -0.038 -0.045 0.014 -0.06
C -2.5030 -3.2317 1.9621 0.030 -0.065 -0.012 -0.09
C -2.9547 -1.9324 2.0039 -0.044 0.075 -0.019 -0.09
C -2.0235 -0.8925 1.9295 0.223 -0.108 0.196 -0.17
N -0.7082 -1.1112 1.8053 0.049 -0.133 0.315 0.06
H 1.7623 -1.9008 1.9724 0.012 -0.008 0.019 0.11
H 1.4812 -3.5881 1.4890 -0.003 -0.060 0.005 0.11
H 0.3895 -3.8613 -0.5890 0.024 -0.044 -0.009 0.11
H 1.5760 -3.2970 -1.7766 0.024 0.006 -0.032 0.11
H 0.6761 -2.2603 -3.7236 0.000 -0.003 0.005 0.09
H -1.1994 -1.0009 -4.8412 0.009 -0.005 0.009 0.09
H -3.1220 -0.2741 -3.4417 0.001 0.025 0.031 0.09
H -3.3167 -1.1692 -1.1190 -0.057 0.039 0.049 0.09
H 3.2791 -2.1407 -0.9571 0.037 -0.022 -0.052 0.12
H 3.1661 -1.2887 0.5712 0.033 0.013 0.008 0.12
H 4.6426 0.2485 -0.9084 -0.008 0.006 -0.005 0.10
H 4.4956 2.4147 -2.1282 -0.001 -0.002 -0.005 0.10
H 2.2577 3.1617 -2.9764 -0.007 -0.022 0.010 0.10
H 0.2784 1.7083 -2.5219 -0.024 -0.003 0.008 0.07
H -0.7420 -4.4703 1.7467 -0.014 0.010 -0.012 0.10
H -3.1991 -4.0596 2.0253 0.013 -0.007 0.004 0.10
H -4.0096 -1.7072 2.0951 0.013 0.022 0.005 0.10
H -2.3303 0.1363 2.0687 0.022 0.065 -0.075 0.09
C -0.9982 5.6157 2.9078 -0.011 -0.008 -0.026 -0.06
C -0.7816 4.2685 2.2694 -0.083 0.012 -0.041 -0.38
C 0.0603 3.3283 2.8611 0.023 0.041 0.027 -0.06
C 0.2236 2.1456 2.1634 0.004 -0.077 -0.096 -0.17
N -0.3892 1.8940 1.0206 -0.031 0.203 0.125 -0.02
C -1.2509 2.8295 0.5300 0.163 0.086 0.019 -0.90
S -2.1082 2.3980 -0.8867 0.061 0.037 0.151 0.46
N -1.4248 4.0379 1.1357 -0.003 -0.091 -0.038 0.07
H -1.2321 5.5130 3.9694 0.007 0.005 -0.005 0.07
H -1.8147 6.1273 2.4022 0.010 -0.003 0.011 0.07
H -0.0961 6.2264 2.8251 0.002 0.004 0.001 0.07
H 0.5660 3.5180 3.7988 -0.014 0.000 -0.007 0.09
H 0.8669 1.3511 2.5350 -0.002 -0.005 -0.010 0.10

=====

# 4
83
Properties=species:S:1:pos:R:3:forces:R:3:lowdin_charge:R:1 method="wB97M-V/def2-TZVPD" multiplicity=3 relative_energy_kcal_mol=60.9 charge=0 homo_lumo_gap_ev="7.5312 / 7.5322" e_lumo_ha="-0.001 / -0.014" total_energy_ev=-101724.0720 fmax_ev_per_a=2.02
V 0.7271 0.5160 -0.3020 -1.522 1.133 -0.705 0.76
O 0.1311 -0.1718 -1.9310 -0.077 -0.450 -0.975 -0.26
C 0.7186 -0.2200 -3.1475 -0.153 0.130 0.482 -0.32
C -0.0276 -0.5328 -4.2803 -0.154 -0.012 -0.035 0.00
C 0.5840 -0.5642 -5.5199 0.054 0.005 -0.029 -0.07
C 1.9460 -0.2917 -5.6617 -0.077 -0.027 -0.018 -0.09
C 2.6905 0.0157 -4.5409 0.140 -0.003 -0.041 -0.02
C 2.0869 0.0456 -3.2895 0.156 0.158 0.211 -0.17
C 2.7946 0.3866 -2.0609 0.010 -0.100 -0.252 -0.18
N 3.9772 0.7289 -1.8357 0.280 0.163 0.058 0.11
C 4.3713 1.0312 -0.4593 -0.199 -0.068 -0.175 -0.18
C 3.6230 0.3495 0.6950 -0.165 0.092 -0.178 -0.17
N 2.2576 0.8491 0.9386 0.821 0.184 0.774 -0.06
C 2.1081 1.7333 1.8610 -0.083 -0.014 0.028 -0.05
C 0.8841 2.3820 2.2908 0.151 -0.061 -0.065 -0.13
C 0.9869 3.3707 3.2800 0.147 0.031 -0.018 -0.04
C -0.1238 4.0262 3.7558 -0.157 0.022 0.013 -0.09
C -1.3787 3.6914 3.2317 0.073 0.080 0.052 -0.06
C -1.5115 2.7128 2.2692 -0.162 0.065 -0.008 0.01
C -0.3889 2.0343 1.7911 0.116 -0.302 -0.159 -0.33
O -0.5382 1.0186 0.9555 -0.631 0.493 0.945 -0.25
H -1.0895 -0.7232 -4.1699 0.065 0.012 -0.020 0.12
H -0.0097 -0.7950 -6.3967 0.016 0.000 0.028 0.10
H 2.4082 -0.3120 -6.6408 -0.022 0.005 0.050 0.10
H 3.7478 0.2463 -4.6125 -0.065 -0.012 0.006 0.12
H 2.1334 0.2524 -1.2057 1.188 -0.481 -0.296 0.02
H 4.3209 2.1146 -0.3285 0.012 0.073 -0.040 0.13
H 5.4167 0.7474 -0.3522 0.099 -0.012 -0.040 0.11
H 4.2187 0.4917 1.5958 0.035 0.036 0.108 0.12
H 3.5678 -0.7204 0.5044 -0.087 -0.151 -0.002 0.10
H 3.0029 2.0475 2.3966 0.070 0.008 0.114 0.14
H 1.9712 3.6216 3.6651 -0.060 -0.025 -0.022 0.11
H -0.0292 4.7887 4.5196 -0.020 -0.052 -0.075 0.10
H -2.2620 4.2116 3.5858 0.039 -0.036 -0.017 0.11
H -2.4759 2.4494 1.8516 0.020 0.008 0.043 0.12
Cl 2.3553 -2.7343 -1.3188 -0.032 0.130 0.089 0.79
C 1.1756 -3.8032 -0.6205 -0.172 0.113 0.100 -0.63
C 1.2793 -5.1416 -0.9758 0.041 -0.065 -0.013 -0.11
C 0.4058 -6.0645 -0.4328 0.017 -0.079 -0.019 -0.07
C -0.5659 -5.6502 0.4662 -0.044 0.032 0.032 -0.07
C -0.6725 -4.3099 0.7925 0.053 -0.001 -0.022 -0.08
C 0.1869 -3.3460 0.2554 0.112 0.086 -0.201 -0.35
P -0.0792 -1.5645 0.7222 -0.125 -1.423 0.469 1.11
C 0.4186 -1.6255 2.4885 0.106 -0.037 -0.002 -0.32
C -0.0588 -0.7435 3.4594 -0.006 0.012 0.004 -0.09
C 0.4841 -0.7352 4.7388 0.009 -0.007 -0.063 -0.07
C 1.5214 -1.5962 5.0675 -0.010 0.015 0.011 -0.08
C 2.0146 -2.4697 4.1083 -0.019 0.006 -0.027 -0.08
C 1.4696 -2.4824 2.8319 -0.026 0.013 0.009 -0.08
C -1.9117 -1.5323 0.6160 0.029 0.087 0.056 -0.34
C -2.4437 -1.4776 -0.6730 0.014 0.000 -0.021 -0.09
C -3.8160 -1.4306 -0.8671 0.000 0.009 0.061 -0.07
C -4.6757 -1.4356 0.2242 0.038 0.007 -0.025 -0.08
C -4.1546 -1.5031 1.5076 0.061 0.021 0.006 -0.08
C -2.7787 -1.5502 1.7043 0.010 -0.105 0.000 -0.08
H 2.0479 -5.4487 -1.6746 -0.041 0.050 0.054 0.10
H 0.4870 -7.1088 -0.7108 0.001 0.057 0.015 0.11
H -1.2457 -6.3703 0.9035 0.000 0.038 -0.002 0.11
H -1.4444 -3.9954 1.4815 -0.051 0.027 0.021 0.11
H -0.8502 -0.0470 3.2262 -0.038 0.005 -0.043 0.09
H 0.0983 -0.0402 5.4752 -0.005 -0.029 -0.027 0.11
H 1.9431 -1.5863 6.0661 -0.022 -0.002 -0.057 0.10
H 2.8229 -3.1482 4.3537 -0.022 0.026 -0.024 0.10
H 1.8674 -3.1694 2.0938 0.000 0.002 0.051 0.10
H -1.7762 -1.4595 -1.5257 0.001 0.029 -0.004 0.10
H -4.2141 -1.3815 -1.8725 0.012 -0.004 -0.002 0.11
H -5.7470 -1.3903 0.0724 0.020 -0.007 0.010 0.10
H -4.8187 -1.5184 2.3633 0.026 -0.004 -0.014 0.10
H -2.3944 -1.6319 2.7119 0.031 0.054 0.021 0.10
O 0.9582 2.9444 -3.0316 0.203 -0.002 0.049 0.10
C 0.3138 2.7913 -2.0165 0.117 0.037 0.376 -0.54
O 0.8289 2.4045 -0.8540 -0.384 -0.023 -0.841 -0.13
C -1.1617 3.1452 -2.0513 0.045 0.168 0.148 -0.11
C -1.4964 4.3735 -2.6187 -0.020 0.004 -0.034 -0.02
C -2.8180 4.7908 -2.6833 0.021 -0.033 -0.013 -0.08
C -3.8305 3.9720 -2.1999 0.008 -0.067 0.037 -0.10
C -3.5076 2.7356 -1.6544 0.059 0.041 -0.022 -0.08
C -2.1804 2.3279 -1.5731 -0.010 -0.021 0.039 -0.03
H -0.7029 4.9950 -3.0151 -0.023 -0.019 0.010 0.12
H -3.0595 5.7518 -3.1225 0.016 -0.028 0.030 0.10
H -4.8653 4.2921 -2.2539 0.060 -0.020 0.002 0.10
H -4.2875 2.0797 -1.2832 0.014 0.019 -0.029 0.10
H -1.9610 1.3563 -1.1537 0.064 -0.005 0.064 0.08

=====

# 5
14
Properties=species:S:1:pos:R:3:forces:R:3:lowdin_charge:R:1 method="wB97M-V/def2-TZVPD" relative_energy_kcal_mol=15.3 charge=0 smiles="CC(C)(O)C=S" homo_lumo_gap_ev=8.8610 e_lumo_ha=-0.013 total_energy_ev=-17159.7847 fmax_ev_per_a=1.77
C 0.8110 -1.2283 -0.2161 0.624 1.461 0.787 -0.02
C -0.0505 -0.0349 0.2466 -0.275 -0.805 -0.956 -0.74
C 0.6095 1.2932 -0.1353 -0.426 0.521 0.888 -0.03
C -1.3691 -0.1233 -0.5041 0.140 0.396 0.302 -0.58
H 0.3463 -2.1516 0.0117 -0.514 -0.918 0.475 0.07
H 0.9574 -1.2004 -1.2826 0.527 0.143 -0.376 0.08
H 1.7334 -1.1038 0.3936 -0.290 -0.449 -0.809 0.11
H -0.0325 2.1048 0.2714 0.403 -0.337 -0.403 0.10
H 1.5813 1.3745 0.3749 -0.226 -0.124 -0.337 0.10
H 0.7086 1.4020 -1.2114 0.135 0.076 -0.073 0.08
H -1.0970 0.0518 1.8479 -0.486 0.090 0.174 0.03
H -1.1705 -0.1758 -1.5839 -0.512 -0.039 0.179 0.08
O -0.1875 -0.1557 1.6208 0.235 0.108 0.540 -0.03
S -2.8406 -0.0526 0.1665 0.665 -0.123 -0.392 0.75

=====

# 6
11
Properties=species:S:1:pos:R:3:forces:R:3:lowdin_charge:R:1 method="wB97M-V/def2-TZVPD" relative_energy_kcal_mol=50.7 charge=0 smiles="O=CN=C1CC1" homo_lumo_gap_ev=9.7641 e_lumo_ha=0.003 total_energy_ev=-7764.3271 fmax_ev_per_a=0.49
C 0.1842 0.0623 -1.6179 -0.118 -0.084 -0.187 -0.06
C -0.3399 -0.0164 -0.2657 -0.038 -0.155 -0.035 -0.31
C 0.9651 0.6223 -0.3964 0.138 0.015 -0.001 -0.05
O 0.0299 -0.2325 2.4020 -0.390 -0.181 -0.205 0.05
C -0.9745 -0.6036 1.8450 0.311 0.149 0.311 -0.31
N -1.1907 -0.6375 0.4419 0.286 0.178 -0.175 0.13
H 1.0802 1.6922 -0.4985 -0.146 0.087 0.458 0.11
H -0.1975 0.8645 -2.2458 0.070 -0.212 -0.001 0.11
H 0.4649 -0.8494 -2.1382 -0.061 0.087 0.117 0.11
H 1.8085 0.1210 0.0733 -0.130 -0.023 -0.222 0.11
H -1.8302 -1.0228 2.4004 0.077 0.139 -0.059 0.11